This record from the Open Molecules 2025 dataset describes a cluster of 3 separate species, C5H19N2O3 in total in a non-equilibrium geometry. The level of theory is ωB97M-V with the def2-TZVPD basis set.

Each line ends with the Mulliken charge.
Positions of all 29 atoms, in Å:
N: -0.5879 -1.5573 -0.2187  -0.151
C: -0.9288 -0.3738 -1.2259  0.297
C: -2.2111 -0.4919 -2.0698  -0.677
O: -1.7191 -0.9421 -3.3070  -0.517
C: -0.7746 0.9344 -0.4324  -0.846
N: 0.7222 1.1349 -0.2460  -0.134
C: 1.0903 1.7683 1.0512  -0.696
C: 1.8055 0.8812 1.9748  -1.122
H: 0.1957 -1.2646 0.2898  0.127
H: -1.2475 -1.5976 0.5413  0.405
H: -0.2409 -2.4775 -0.5287  0.404
H: 0.0002 -0.5072 -1.8106  0.290
H: -2.8543 -1.2868 -1.6956  0.332
H: -2.8179 0.4353 -1.9815  0.344
H: -1.3173 -0.0798 -3.7583  0.349
H: -1.2445 1.8633 -1.0801  0.376
H: -1.2975 1.0140 0.5393  0.271
H: 0.9858 1.7431 -0.9802  0.265
H: 0.2466 2.1628 1.6945  0.282
H: 1.5202 2.6605 0.6664  0.519
H: 2.6515 1.2271 2.5505  0.370
H: 1.2573 0.2735 2.6669  0.409
H: 2.3400 0.1985 1.3963  0.308
H: 2.9096 -1.9835 -0.4640  0.295
H: 2.0845 -0.9510 -1.0635  0.233
O: 2.0250 -1.6897 -0.4936  -0.619
H: -0.3476 -0.0026 2.2154  0.175
H: -1.4343 -0.3972 3.2626  0.323
O: -0.8111 -0.6943 2.5071  -0.614

The spin multiplicity is 1. As for the net charge: +1. The calculation puts the energy at -536.807144 a.u. For the relative energy (zero: lowest compared OMol25 entry of this formula, charge and spin), the calculation gives 3.574 eV. The calculation puts the HOMO-LUMO gap at 10.76 eV. The calculation puts the max |F| at 7.05 eV/Å. The highest occupied orbital energy comes out at -13.39 eV.


This record from the Open Molecules 2025 dataset describes a structure of composition C5H20FHfN10O5 in a non-equilibrium geometry. The level of theory is ωB97M-V with the def2-TZVPD basis set.

Each line ends with the Mulliken charge.
Positions of all 42 atoms, in Å:
Hf: 16.6479 -9.9274 -21.9214  1.821
F: 17.0863 -8.4201 -23.4403  -0.088
C: 20.5564 -8.3226 -25.1656  0.731
O: 20.6315 -8.1285 -23.9479  -0.551
N: 19.3621 -8.6869 -25.7214  -0.210
N: 21.5775 -8.1799 -26.0481  -0.403
H: 18.5805 -8.8100 -25.1078  -0.065
H: 19.1288 -8.8561 -26.6864  0.177
H: 21.5121 -8.7804 -26.8545  0.210
H: 22.4757 -7.8006 -25.7990  0.257
C: 15.4716 -8.9025 -26.8769  0.684
O: 15.6924 -10.0996 -26.6586  -0.802
N: 14.9156 -8.5019 -28.0515  -0.369
N: 15.6802 -7.8763 -25.9698  -0.171
H: 14.8205 -7.5077 -28.1573  0.145
H: 14.5360 -9.1472 -28.7207  0.262
H: 16.0818 -8.1189 -25.0784  -0.140
H: 15.5172 -6.9731 -26.3773  0.203
C: 14.3416 -7.3433 -22.0339  0.706
O: 14.8523 -8.5068 -21.8271  -0.605
N: 13.8891 -6.5610 -21.0429  -0.371
N: 14.2618 -6.8122 -23.2648  -0.183
H: 13.9395 -6.9408 -20.1087  0.280
H: 13.2392 -5.8203 -21.2562  0.236
H: 14.4726 -7.3807 -24.0746  0.220
H: 13.7904 -5.9241 -23.3332  0.263
C: 17.7793 -4.4852 -24.6964  0.561
O: 17.3900 -3.3565 -24.9347  -0.535
N: 17.2058 -5.3125 -23.7542  -0.263
N: 18.4002 -5.1920 -25.7297  -0.342
H: 16.3249 -5.0448 -23.3590  0.172
H: 17.4436 -6.2886 -23.7761  0.088
H: 18.5927 -4.6218 -26.5416  0.237
H: 18.9506 -6.0001 -25.4767  0.193
C: 14.1183 -10.9217 -23.8998  0.772
O: 15.2570 -10.4055 -23.5364  -0.462
N: 14.0148 -11.5385 -25.0505  -0.298
N: 12.9799 -10.6758 -23.2154  -0.305
H: 13.1373 -11.9004 -25.3961  0.246
H: 14.7300 -11.3527 -25.7727  0.312
H: 12.1595 -11.1706 -23.5276  0.213
H: 12.9523 -10.0567 -22.4261  0.176

The spin multiplicity is 1. As for the net charge: +3. The calculation puts the energy at -1273.171754 a.u. For the relative energy (zero: lowest compared OMol25 entry of this formula, charge and spin), the calculation gives 2.398 eV. The calculation puts the HOMO-LUMO gap at 2.30 eV. The calculation puts the max |F| at 10.91 eV/Å. The highest occupied orbital energy comes out at -16.78 eV.


This record from the Open Molecules 2025 dataset describes a cluster of 6 separate species, C5H20IN10O5 in total in a non-equilibrium geometry. The level of theory is ωB97M-V with the def2-TZVPD basis set.

Each line ends with the Mulliken charge.
Positions of all 41 atoms, in Å:
I: -21.4422 4.1041 6.7249  -0.627
C: -17.9461 6.8733 6.7758  0.636
O: -17.2407 7.8667 6.5999  -0.696
N: -19.0438 6.8839 7.5921  -0.162
N: -17.7215 5.7017 6.1228  -0.346
H: -19.1638 7.6860 8.1822  0.164
H: -19.7110 6.1393 7.4874  0.026
H: -18.2706 4.8732 6.2617  0.200
H: -17.1009 5.7928 5.3378  0.202
C: -22.0552 7.4311 3.7059  0.505
O: -21.9252 8.1515 2.7241  -0.703
N: -23.2860 6.9972 4.1357  -0.310
N: -21.0051 6.9747 4.4534  -0.116
H: -24.0686 7.2313 3.5580  0.202
H: -23.3199 6.3276 4.8827  0.182
H: -20.1069 7.1929 4.0612  0.160
H: -21.1459 6.2044 5.0922  0.053
C: -19.4635 1.5748 3.7992  0.510
O: -18.6603 0.7263 3.4179  -0.681
N: -20.8113 1.4127 3.6462  -0.334
N: -19.0848 2.7571 4.3556  -0.260
H: -21.1164 0.5583 3.2240  0.202
H: -21.4129 2.2131 3.7253  0.196
H: -19.7794 3.2580 4.9075  0.045
H: -18.1099 2.8497 4.5716  0.201
C: -23.8141 0.4188 7.7305  0.638
O: -24.6145 -0.5059 7.8660  -0.699
N: -23.4584 1.2367 8.7689  -0.319
N: -23.2825 0.7621 6.5241  -0.262
H: -22.6877 1.8712 8.6238  0.105
H: -23.7387 1.0245 9.7050  0.205
H: -23.6049 0.2019 5.7585  0.146
H: -22.6337 1.5233 6.4239  0.008
C: -22.4396 8.6017 8.4851  0.596
O: -21.2776 8.7230 8.8584  -0.644
N: -22.8934 7.5638 7.7398  -0.217
N: -23.3920 9.5154 8.9033  -0.464
H: -22.1996 6.9173 7.4028  0.085
H: -23.8703 7.4688 7.5492  0.159
H: -23.0107 10.3838 9.2288  0.239
H: -24.3091 9.5081 8.4949  0.176

The spin multiplicity is 1. As for the net charge: -1. The calculation puts the energy at -1424.340422 a.u. For the relative energy (zero: lowest compared OMol25 entry of this formula, charge and spin), the calculation gives 0.000 eV. The calculation puts the HOMO-LUMO gap at 8.84 eV. The calculation puts the max |F| at 1.43 eV/Å. The highest occupied orbital energy comes out at -6.40 eV.


Please write out number 1 again, unchanged.
This record from the Open Molecules 2025 dataset describes a cluster of 3 separate species, C5H19N2O3 in total in a non-equilibrium geometry. The level of theory is ωB97M-V with the def2-TZVPD basis set.

Each line ends with the Mulliken charge.
Positions of all 29 atoms, in Å:
N: -0.5879 -1.5573 -0.2187  -0.151
C: -0.9288 -0.3738 -1.2259  0.297
C: -2.2111 -0.4919 -2.0698  -0.677
O: -1.7191 -0.9421 -3.3070  -0.517
C: -0.7746 0.9344 -0.4324  -0.846
N: 0.7222 1.1349 -0.2460  -0.134
C: 1.0903 1.7683 1.0512  -0.696
C: 1.8055 0.8812 1.9748  -1.122
H: 0.1957 -1.2646 0.2898  0.127
H: -1.2475 -1.5976 0.5413  0.405
H: -0.2409 -2.4775 -0.5287  0.404
H: 0.0002 -0.5072 -1.8106  0.290
H: -2.8543 -1.2868 -1.6956  0.332
H: -2.8179 0.4353 -1.9815  0.344
H: -1.3173 -0.0798 -3.7583  0.349
H: -1.2445 1.8633 -1.0801  0.376
H: -1.2975 1.0140 0.5393  0.271
H: 0.9858 1.7431 -0.9802  0.265
H: 0.2466 2.1628 1.6945  0.282
H: 1.5202 2.6605 0.6664  0.519
H: 2.6515 1.2271 2.5505  0.370
H: 1.2573 0.2735 2.6669  0.409
H: 2.3400 0.1985 1.3963  0.308
H: 2.9096 -1.9835 -0.4640  0.295
H: 2.0845 -0.9510 -1.0635  0.233
O: 2.0250 -1.6897 -0.4936  -0.619
H: -0.3476 -0.0026 2.2154  0.175
H: -1.4343 -0.3972 3.2626  0.323
O: -0.8111 -0.6943 2.5071  -0.614

The spin multiplicity is 1. As for the net charge: +1. The calculation puts the energy at -536.807144 a.u. For the relative energy (zero: lowest compared OMol25 entry of this formula, charge and spin), the calculation gives 3.574 eV. The calculation puts the HOMO-LUMO gap at 10.76 eV. The calculation puts the max |F| at 7.05 eV/Å. The highest occupied orbital energy comes out at -13.39 eV.


Among the records above, which one has the lowest max |F|? C5H20IN10O5